(1)
69
Properties=species:S:1:pos:R:3:forces:R:3 method="wB97M-V/def2-TZVPD" homo_energy_ha="-0.208 / -0.208" e_above_lowest_ev=1.3450
Ir -0.214231 -0.445142 0.061277 -1.3916 -0.7495 0.3861
Br 4.798491 -5.962627 -0.148401 -0.0974 0.0583 -0.0025
C 3.281907 -4.822018 -0.259885 0.5905 0.1179 0.0835
C 2.018166 -5.383667 -0.462873 -0.3624 0.4192 -0.0452
C 0.920107 -4.559822 -0.518383 0.0474 -0.5533 -0.1323
C 1.031683 -3.165605 -0.356409 0.0253 0.9193 0.1836
O -0.052464 -2.467201 -0.273829 0.8056 -0.5695 1.3596
C 2.340204 -2.596081 -0.246903 -0.4642 -0.4242 0.0656
C 2.590408 -1.205932 -0.180862 -0.3401 0.5823 -0.0726
N 1.733888 -0.224460 -0.337153 0.2797 -1.0138 0.0241
C 2.146736 1.108430 -0.273704 0.6521 1.1075 0.0924
C 3.458395 1.559297 -0.371200 -0.7911 -0.5656 -0.0271
C 3.754701 2.912789 -0.226624 -0.0167 0.5620 0.1459
C 2.765710 3.841080 -0.009821 0.1979 -0.1683 -0.0619
C 1.418879 3.437212 0.027793 -0.0712 -0.4138 -0.0636
C 0.334309 4.330757 0.177242 -0.3843 -0.2103 -0.0415
C -0.946816 3.850746 0.132397 0.5298 0.7504 -0.0220
C -1.195376 2.478949 -0.031343 -0.1329 -0.8720 -0.3338
N -0.182387 1.609875 -0.096833 -0.4504 0.1634 0.6916
C 1.107878 2.065146 -0.105337 0.5043 0.1606 -0.0609
C 3.446515 -3.467695 -0.157081 0.0691 -0.2351 -0.0974
H 1.910862 -6.453271 -0.566598 -0.0116 -0.0433 -0.0048
H -0.068026 -4.971345 -0.673177 -0.0116 0.0428 0.0363
H 3.613419 -0.938510 0.061319 0.0997 0.0884 -0.2645
H 4.261167 0.865980 -0.572127 0.0444 -0.0138 -0.0140
H 4.786587 3.230494 -0.280493 0.0158 0.0117 -0.0234
H 3.002893 4.888063 0.116166 0.0263 0.0440 -0.0354
H 0.526819 5.389236 0.290475 -0.0025 0.0361 0.0308
H -1.787574 4.526513 0.196776 -0.1011 -0.0765 0.0234
H -3.296882 2.794427 -0.209614 -0.1767 0.0008 0.0658
H 4.437098 -3.053818 -0.024046 0.0517 0.0094 -0.0070
I -6.296548 3.349452 0.512085 0.2688 -0.0850 -0.0132
C -2.585346 1.973482 -0.186654 -0.0221 0.2150 0.0691
H -2.856135 1.297528 0.622886 -0.0562 0.0837 -0.0090
H -2.667766 1.407916 -1.118059 0.0591 -0.0550 0.0222
C -3.873749 -4.968519 1.566908 0.1692 0.1894 -0.0643
C -2.756920 -4.476303 0.663658 -0.3567 -0.3172 -0.0588
O -2.312099 -3.184175 1.070687 0.1225 0.4530 -0.0327
P -2.761672 -1.865713 0.289508 -1.8729 -1.1716 -0.0810
O -2.178270 -0.721988 1.055507 1.4857 0.6836 -0.3522
Te -2.112747 -1.737097 -2.030102 0.5257 1.1921 0.4443
O -4.347974 -1.868310 0.482312 1.0373 -0.0523 0.0470
C -5.321111 -1.959050 -0.562348 -0.5532 0.2777 -0.6656
C -5.753539 -0.591878 -1.062128 0.1511 -0.2231 0.2766
H -4.249870 -5.923052 1.203082 -0.0164 -0.0694 0.0215
H -4.686424 -4.245792 1.585911 -0.0686 -0.0115 -0.0217
H -3.502642 -5.091222 2.582328 -0.0229 -0.0454 0.0643
H -3.091308 -4.445646 -0.380331 0.1075 -0.0295 0.0173
H -1.891809 -5.138540 0.734549 -0.0233 0.0704 -0.1017
H -6.168923 -2.493771 -0.129772 0.1409 -0.0331 0.0208
H -4.922879 -2.550685 -1.396445 -0.0121 -0.0904 0.1552
H -5.999904 0.061912 -0.226724 -0.0634 0.1115 -0.0261
H -6.635459 -0.705924 -1.691397 -0.0221 0.0465 -0.0415
H -4.961171 -0.127379 -1.647701 -0.0170 0.0608 0.0042
C -0.859699 1.776600 5.206165 -0.0578 0.0348 -0.0926
C -0.335791 0.748197 4.268283 0.0687 -0.0641 -0.0474
C 0.121859 -0.535958 4.478655 0.0041 0.0641 -0.1703
C 0.475465 -1.035359 3.214797 0.0174 0.0102 0.2923
N 0.266599 -0.098958 2.299188 0.1103 -0.4973 -1.7480
N -0.229108 0.968673 2.945279 -0.1220 0.1889 0.0766
C 0.986772 -2.389187 2.874373 -0.1095 0.0388 -0.1108
H -0.724209 1.447062 6.232702 0.0058 0.0106 0.0048
H -1.923721 1.943123 5.033650 -0.0090 0.0154 0.0240
H -0.340678 2.725760 5.070380 -0.0063 0.0137 0.0484
H 0.188068 -1.056791 5.415477 -0.0064 -0.0144 0.0869
H -0.512479 1.786513 2.430004 -0.0279 -0.0443 -0.0084
H 1.114454 -2.982338 3.775747 0.0212 -0.0006 0.0323
H 1.941004 -2.324199 2.354090 0.0258 -0.0614 0.0478
H 0.275777 -2.892640 2.218263 -0.0092 -0.0599 0.0106

=====

(2)
16
Properties=species:S:1:pos:R:3:forces:R:3 method="wB97M-V/def2-TZVPD" homo_energy_ha=-0.481 charge=+1 e_above_lowest_ev=7.8915
C 1.455429 -1.921906 1.205230 1.6065 1.9146 -0.6883
C -1.594748 1.098291 -1.403406 1.4490 3.2686 -0.0055
C 1.525740 0.449758 0.195879 2.3830 1.0056 -1.3689
C -1.365025 -0.157945 -0.729690 0.4250 1.7675 1.7621
C 0.235280 0.335637 0.805823 -2.4611 0.2367 0.8241
N -2.533791 0.415166 -0.530830 -0.5328 -1.1332 1.2287
N 1.169971 -0.723062 0.903284 -0.2704 -0.7819 -0.1369
H 0.783187 -2.406596 1.849013 -0.6316 -1.1314 0.5934
H 2.466572 -2.208807 0.896442 -0.5700 -0.6442 0.2658
H -0.997403 1.989280 -0.995518 -0.8921 -1.3862 -0.2939
H -1.785670 1.309300 -2.467752 -0.5355 -0.8849 0.5403
H 1.714391 0.408740 -0.848923 -0.3767 -0.5977 -1.0684
H 2.274975 1.106006 0.588859 0.4742 0.0041 0.8624
H -0.943745 -1.087627 -0.623825 0.4500 -2.0871 -0.4843
H 0.271014 0.881131 1.765300 -1.0055 -0.1871 -0.3598
H -3.002946 0.474722 0.409909 0.4881 0.6366 -1.6707

=====

(3)
12
Properties=species:S:1:pos:R:3:forces:R:3 method="wB97M-V/def2-TZVPD" homo_energy_ha=-0.368 smiles=CO.CO e_above_lowest_ev=2.2925
C -0.915996 -1.903390 -0.230717 -3.4230 -4.8757 -0.1795
O -1.613987 -1.465878 0.925125 1.2917 2.1708 0.9975
H -1.205785 -0.621257 1.310850 -0.9150 -1.9346 -1.0938
H -1.705081 -1.993426 -1.076153 1.6172 0.7006 0.9828
H -0.664200 -3.069632 -0.066702 -0.2826 2.4489 -0.1710
H -0.025869 -1.451051 -0.481707 1.6519 1.5001 -0.5728
C 1.754865 2.063195 -0.466092 -0.6539 0.3180 -4.2964
O 0.608436 1.294949 -0.187787 -0.4161 -2.8369 5.4830
H 0.752579 0.669505 0.672407 -0.3396 2.3336 -3.1503
H 2.049283 1.431077 -1.402950 1.2047 1.8098 1.5274
H 1.269903 2.986174 -0.876874 0.7941 -0.4225 0.1221
H 2.540362 2.457204 0.203288 -0.5294 -1.2122 0.3511

=====

(4)
73
Properties=species:S:1:pos:R:3:forces:R:3 method="wB97M-V/def2-TZVPD" homo_energy_ha="-0.494 / -0.489" charge=+2 spin_multiplicity=2
Cr -1.106834 0.282920 -0.382731 0.6137 -0.1323 0.4864
C -1.330756 -4.921571 0.129784 -0.0164 0.0883 -0.0441
C -2.004512 -3.839631 0.890206 0.1429 0.0967 -0.2451
N -2.701318 -3.967865 1.965944 -0.1545 0.4888 0.1236
N -3.082513 -2.682096 2.284128 -0.3192 -0.6300 0.5578
C -2.639911 -1.769399 1.443563 -0.0928 0.2757 0.0622
S -2.815520 -0.093701 1.423696 -0.0138 0.3473 0.0197
N -1.949137 -2.485648 0.549778 0.4677 -0.5800 -0.4235
N -1.372480 -1.867227 -0.558999 0.3692 -0.1765 0.3351
H -1.499605 -5.865738 0.640920 -0.0122 0.0147 0.0179
H -0.252980 -4.748193 0.069570 -0.0509 -0.0048 0.0202
H -1.729272 -5.001400 -0.884668 0.0085 0.0169 0.0560
H -3.659960 -2.520208 3.091481 -0.0814 -0.0176 0.1545
H -0.485425 -2.310177 -0.737954 0.4272 -0.2669 -0.0640
H -1.970962 -2.031380 -1.356597 -0.1419 -0.1502 -0.3041
O 6.381125 1.931280 -1.974682 0.0988 -0.1340 -0.2223
C 5.587053 1.489461 -2.964328 -0.0298 0.1256 0.0419
O 6.026489 1.258117 -4.048396 -0.0022 -0.0220 -0.0339
C 4.118259 1.281071 -2.667527 0.0908 -0.0975 0.0631
C 3.261600 1.223855 -3.760978 0.0449 0.0475 -0.1043
C 1.920309 0.944163 -3.596149 -0.1972 -0.0038 -0.1824
C 1.413543 0.662521 -2.327831 -0.1275 -0.1142 -0.0682
C 2.256682 0.775315 -1.237955 -0.1648 -0.0317 0.1771
C 3.597036 1.078343 -1.397754 0.1377 0.0428 0.0643
N 0.031660 0.293189 -2.106273 0.7764 0.4556 -0.0043
C -0.628396 -0.140226 -3.105756 -0.6910 -0.2934 -0.5724
C -2.090236 -0.256247 -3.013846 0.4686 0.1421 0.0764
C -2.864922 -0.561944 -4.112041 -0.0662 -0.0892 -0.3962
C -4.249285 -0.513260 -3.995876 -0.0177 -0.0798 -0.2808
C -4.797860 -0.163411 -2.779350 -0.1259 0.0440 0.1821
C -3.953136 0.121822 -1.711755 0.1331 -0.0217 -0.1729
N -2.618282 0.068524 -1.813149 -0.7514 0.5774 0.1262
H 5.899939 2.168086 -1.180654 -0.1807 0.0957 0.1853
H 3.670317 1.405406 -4.747311 -0.0243 -0.0072 0.0441
H 1.278229 0.977879 -4.468795 0.0633 -0.0292 0.0640
H 1.860867 0.609459 -0.245989 0.0445 0.0814 -0.0379
H 4.227783 1.120082 -0.516362 -0.0050 -0.0194 -0.0249
H -0.143608 -0.367790 -4.049801 -0.1107 0.0342 -0.0896
H -2.383399 -0.807837 -5.054030 -0.1022 0.0238 0.1040
H -4.886368 -0.727767 -4.849117 0.1268 -0.0012 0.1221
H -5.873350 -0.107449 -2.643505 0.1662 0.0287 -0.0046
H -4.356648 0.406086 -0.752022 0.0224 -0.0241 0.0755
C -0.812576 0.690235 3.747677 -0.2514 -0.0660 0.1654
Si -0.127524 0.644314 2.009233 -0.7789 0.1964 0.6424
C -0.161999 2.547966 1.508262 0.4928 -0.3427 -0.3107
C -0.053336 2.818985 0.001313 0.1024 -0.0320 0.3609
C -1.515448 3.117995 1.945391 0.0116 0.1480 0.2111
C 0.985959 3.250334 2.250979 0.0951 0.0858 0.0519
C 1.288988 -0.716137 2.207062 0.0931 0.4105 -0.4641
C 1.794468 -1.442331 0.941368 0.2250 -0.2659 0.4034
C 0.727508 -1.769048 3.176363 0.0663 -0.1259 0.1308
C 2.485851 0.003927 2.870989 -0.0395 0.0735 0.0692
H -0.020861 0.976879 4.452188 -0.0700 -0.0543 -0.0880
H -1.198277 -0.281610 4.061089 0.0387 0.1342 -0.0023
H -1.627211 1.402867 3.854243 0.0736 -0.1037 0.0164
H -0.833464 2.297331 -0.589027 -0.1905 0.1223 -0.1848
H 0.921320 2.586531 -0.413876 0.0006 -0.0287 -0.0512
H -0.240499 3.879541 -0.193791 -0.0736 -0.0777 -0.0514
H -2.361066 2.600370 1.483718 0.0029 0.0364 -0.0069
H -1.560760 4.165115 1.624648 -0.0125 -0.0975 -0.0032
H -1.657197 3.112548 3.025068 0.0239 0.0575 -0.1310
H 1.970050 2.883496 1.928519 -0.2077 0.1184 0.0499
H 0.909674 3.114705 3.338304 0.0160 0.0352 -0.2378
H 0.951946 4.332707 2.052154 -0.0031 -0.2208 0.0421
H 1.084002 -1.444171 0.122455 -0.1592 -0.0585 -0.2139
H 2.034948 -2.484738 1.184100 -0.0628 0.1372 -0.0427
H 2.713695 -1.003788 0.561053 -0.0116 -0.0348 -0.0040
H -0.203783 -2.230358 2.816069 0.1754 0.0369 0.0413
H 0.541116 -1.363351 4.171312 0.0447 -0.1029 -0.1464
H 1.475112 -2.565516 3.289037 -0.1459 0.1096 -0.0412
H 2.916717 0.778178 2.219806 -0.0884 -0.2113 0.1253
H 3.279097 -0.727366 3.085407 -0.1695 0.1118 -0.0308
H 2.209332 0.476977 3.821996 0.0793 -0.0915 -0.1838